Here is C28H36P2SiV as an isolated structure from the Open Molecules 2025 dataset. Energies are from ωB97M-V with the def2-TZVPD basis set.

Computed properties:
Molecular weight: 513.574 g mol⁻¹
HOMO energy (spin up / spin down): -13.5 / -13.5 eV
Net charge: +2
Max |F|: 7.7 eV Å⁻¹
2S+1: 2

Geometry as XYZ:
```
68
Properties=species:S:1:pos:R:3:forces:R:3:nbo_charge:R:1
C 0.9693 -0.2784 -0.4882 1.9 0.6 0.0 -0.2974
C 1.3620 1.0007 -1.0492 -1.8 -0.8 0.6 -0.1573
C 1.3958 1.9519 -0.0085 0.0 -0.7 0.6 -0.2049
H 1.4223 1.1643 -2.1296 -0.1 0.3 0.5 0.2624
C 1.3049 1.2318 1.2624 0.3 -1.5 -0.8 -0.3101
C 1.1619 -0.1933 0.9515 -0.1 1.1 -0.2 -0.3154
H 1.1681 -1.0492 1.6439 0.2 0.8 -0.3 0.2799
H 0.8275 -1.1842 -1.1018 0.2 0.7 0.6 0.2615
H 1.5498 3.0385 -0.1379 -0.1 -0.8 0.2 0.2738
H 1.5418 1.6100 2.2558 -0.1 0.0 -0.5 0.2639
V -0.8292 0.6460 0.6310 7.5 -0.2 -1.5 0.2724
C -2.2331 1.0892 -0.4231 -1.5 -1.1 -0.7 -0.4455
H -1.7502 1.9465 0.0468 -1.1 1.9 0.2 0.2104
H -2.1010 0.0630 0.1155 -3.6 -0.5 -1.3 0.2059
H -3.2356 1.1187 -0.8203 0.1 0.5 -0.5 0.2849
Si -1.4326 0.4870 -3.2931 -2.2 1.0 0.9 1.1701
C -2.7986 -0.9347 -3.4201 0.2 -0.3 -1.1 -0.5124
C -2.2338 -1.9272 -4.2446 -0.2 -0.8 0.3 -0.1462
H -1.2273 -1.7922 -4.5769 0.7 -0.2 -0.1 0.1987
C -2.8947 -3.0907 -4.6620 -1.0 -0.2 -0.3 -0.2360
H -2.3878 -3.9058 -5.2103 -0.1 0.8 0.3 0.2395
C -4.2818 -3.2086 -4.4524 -0.3 0.7 0.6 -0.1703
H -4.8762 -4.0592 -4.8509 0.7 0.7 0.3 0.2421
C -4.9641 -2.1856 -3.7209 1.1 0.3 -0.1 -0.2067
H -6.0793 -2.2507 -3.6244 1.3 0.3 0.1 0.2454
C -4.2034 -1.0931 -3.1829 -0.3 -0.1 0.0 -0.2077
H -4.7207 -0.3183 -2.5955 0.1 -0.4 -0.4 0.2083
C -1.8477 2.2002 -3.9411 0.0 -0.6 0.8 -0.4781
C -1.6375 1.9874 -5.2945 0.1 1.5 -0.2 -0.2177
H -1.9663 1.0649 -5.7376 0.1 -0.3 -0.4 0.2203
C -0.9402 2.9331 -6.0293 0.4 -0.5 -0.6 -0.1860
H -0.6857 2.6724 -7.0423 0.0 0.2 -0.3 0.2295
C -0.4237 4.0779 -5.4453 -0.8 0.7 0.2 -0.1886
H 0.1791 4.7933 -6.0257 -0.3 -0.5 0.4 0.2422
C -0.8400 4.3878 -4.1451 0.5 -0.3 0.9 -0.1929
H -0.4781 5.3019 -3.6655 -0.4 -0.1 -0.3 0.2259
C -1.5092 3.4304 -3.3520 0.1 0.1 -1.3 -0.2159
H -1.8095 3.6529 -2.3328 0.4 0.0 0.1 0.1994
H -1.1160 0.9580 -1.7068 -0.4 -0.8 -1.9 -0.1487
H -0.2552 0.3248 -4.1939 0.1 -1.0 0.8 -0.1125
C -2.9577 -2.6296 0.7852 -0.6 0.7 -0.3 -0.9305
P -1.3668 -1.7256 0.8488 0.0 -1.7 1.9 1.0909
C -0.3088 -3.0503 0.1657 0.5 0.1 -0.4 -0.9412
C -1.0339 -1.7402 2.6546 -0.4 0.3 0.4 -0.3546
C -0.9255 -2.9808 3.2835 0.1 0.2 0.4 -0.1799
C -0.9094 -3.0438 4.6861 0.0 0.0 0.0 -0.1627
C -0.8811 -1.8735 5.4419 0.0 0.5 0.0 -0.1625
C -0.8925 -0.6213 4.8171 0.0 0.0 -0.2 -0.1778
C -1.0556 -0.5511 3.4419 0.3 0.2 -0.2 -0.3259
P -1.3251 1.1375 2.7230 -1.2 -1.5 1.0 1.0990
C -0.4933 2.4109 3.6452 0.1 0.4 0.4 -0.9622
C -3.1170 1.4253 2.8740 0.1 0.2 0.3 -0.9247
H -3.2978 -2.5849 -0.2543 -0.1 -0.3 0.0 0.2649
H -3.7194 -2.1451 1.4071 0.2 0.0 -0.1 0.2574
H -2.8612 -3.6814 1.1095 0.2 0.6 -0.2 0.2714
H 0.6993 -2.9774 0.5851 -0.1 -0.1 -0.1 0.2619
H -0.7242 -4.0504 0.3581 0.0 0.5 0.1 0.2727
H -0.2267 -2.9499 -0.9215 -0.1 0.0 0.1 0.2643
H -0.8547 -3.8952 2.6778 -0.2 0.4 0.5 0.2313
H -0.9446 -4.0114 5.1875 0.2 0.3 -0.2 0.2522
H -0.8777 -1.8671 6.5256 0.1 -0.4 -0.1 0.2503
H -0.7891 0.3372 5.3549 -0.2 -0.9 0.1 0.2283
H 0.3781 1.9703 4.1356 -0.1 0.3 0.1 0.2734
H -0.1692 3.2048 2.9603 -0.1 -0.2 0.3 0.2732
H -1.2057 2.8177 4.3704 0.4 0.0 0.1 0.2723
H -3.6733 0.4678 2.8381 0.3 0.6 0.1 0.2651
H -3.2404 1.9414 3.8368 -0.6 -0.2 -0.3 0.2604
H -3.4155 2.0748 2.0350 -0.1 -0.2 0.5 0.2466
```
Forces are in eV/Å.

***

Here is C32H27N8O6RbS4Se as an isolated structure from the Open Molecules 2025 dataset. Energies are from ωB97M-V with the def2-TZVPD basis set.

Computed properties:
Molecular weight: 912.314 g mol⁻¹
HOMO energy: -2.5 eV
Net charge: -2
Max |F|: 0.8 eV Å⁻¹

Geometry as XYZ:
```
79
Properties=species:S:1:pos:R:3:forces:R:3:mulliken_charge:R:1
Rb -0.1625 -0.8584 -3.3987 -0.2 0.0 0.6 0.8779
N 1.5060 -1.5568 0.9751 0.1 0.0 0.0 -0.3189
C 0.9224 -2.6864 0.4806 -0.5 0.2 -0.2 0.4041
N -0.2160 -2.6850 -0.1528 0.4 0.0 0.2 -0.1553
C -0.6075 -3.9648 -0.4851 0.2 -0.1 0.1 0.0905
C 0.2326 -4.9558 -0.0785 0.0 0.1 0.0 -0.5287
S 1.5938 -4.2643 0.7392 0.1 -0.2 0.0 -0.3122
C -1.8188 -4.1367 -1.2944 -0.2 -0.2 -0.1 0.0038
C -2.2932 -5.3274 -1.7568 0.1 0.2 0.0 -0.5846
S -3.5974 -5.0282 -2.8441 0.0 -0.2 0.0 -0.2777
C -3.4299 -3.3239 -2.5654 0.4 0.2 0.2 0.3536
N -2.4873 -3.0147 -1.7121 -0.2 0.0 -0.1 0.0881
N -4.2395 -2.4283 -3.1888 0.0 0.2 0.0 -0.6695
H 1.1675 -0.6718 0.5936 -0.1 0.0 0.0 0.0804
H 2.5048 -1.5826 1.0861 0.0 0.0 0.0 0.3040
H 0.1634 -6.0145 -0.2680 0.0 0.1 0.0 0.3913
H -1.8932 -6.3162 -1.5948 0.0 0.1 0.0 0.3504
H -4.3437 -2.6389 -4.1933 0.0 -0.1 0.0 0.3926
H -3.7996 -1.5049 -3.1735 0.0 -0.1 0.0 0.3018
C 8.6616 0.0568 -0.8516 0.1 0.0 0.0 -1.4271
C 7.2225 0.2760 -1.2330 0.0 0.0 0.0 1.1219
C 6.8737 1.1708 -2.2372 0.1 0.0 0.0 -0.7090
C 5.5459 1.3632 -2.5972 -0.1 0.0 0.0 -0.3660
C 4.5451 0.6556 -1.9520 -0.1 0.0 0.0 -0.4560
C 4.8803 -0.2424 -0.9498 -0.1 -0.1 0.1 -0.2156
C 6.2036 -0.4288 -0.5929 0.0 0.0 0.0 -0.8326
S 2.8206 0.8867 -2.4175 0.1 0.2 0.0 1.2652
O 2.3920 -0.3755 -2.9834 0.8 0.1 0.1 -0.8130
O 2.8525 2.0184 -3.3275 -0.1 -0.1 0.1 -0.7271
N 2.0035 1.0959 -1.0942 0.1 0.1 0.1 -0.0585
C 2.0555 2.2652 -0.3811 -0.1 -0.1 0.1 0.0844
C 2.8645 3.3692 -0.6246 -0.1 0.0 0.1 -0.6770
C 2.8051 4.5202 0.1827 0.0 0.0 -0.1 -0.9563
C 1.9489 4.6269 1.2398 0.0 0.0 0.1 -0.8722
C 1.1009 3.5339 1.5441 0.0 0.1 0.0 1.3385
C 0.1761 3.5728 2.6148 0.0 -0.1 -0.1 -0.8230
C -0.6149 2.4898 2.8687 0.1 0.0 0.0 -0.8313
C -0.4607 1.3526 2.0500 -0.1 -0.1 0.1 -0.2959
N 0.3790 1.2836 1.0531 0.0 -0.1 0.0 0.1892
C 1.1568 2.3539 0.7650 0.1 0.0 -0.2 0.1140
H 9.3023 0.8230 -1.2912 0.0 0.0 0.0 0.3366
H 9.0234 -0.9162 -1.1934 0.0 0.0 0.0 0.2933
H 8.7917 0.0909 0.2323 0.0 0.0 0.0 0.3350
H 7.6529 1.7290 -2.7469 0.0 0.0 0.0 0.2712
H 5.2648 2.0611 -3.3765 0.0 0.0 0.0 0.5005
H 4.0897 -0.7991 -0.4579 0.0 0.1 0.0 0.3758
H 6.4538 -1.1342 0.1935 0.0 0.0 0.0 0.3530
H 3.5277 3.3737 -1.4749 0.0 -0.1 0.0 0.4155
H 3.4602 5.3478 -0.0691 0.0 0.0 0.0 0.3456
H 1.8953 5.5235 1.8476 0.0 0.0 0.0 0.3308
H 0.1115 4.4730 3.2171 0.0 0.0 0.0 0.3767
H -1.3361 2.4811 3.6767 0.0 0.0 0.0 0.4506
H -1.0650 0.4693 2.2437 0.0 0.0 0.0 0.5389
O -2.4720 -0.5976 -4.6655 -0.2 -0.1 -0.2 -0.8021
Se -2.1512 -1.9524 -5.5823 -0.3 0.0 0.0 1.2808
O -1.2679 -1.5197 -6.8778 0.0 0.0 -0.2 -0.7635
O -1.2760 -2.9726 -4.6201 -0.1 -0.1 -0.2 -0.7157
O -3.5860 -2.6619 -5.9589 -0.1 -0.1 -0.1 -0.8993
S -6.2082 -0.0623 2.6525 0.0 -0.1 0.0 -0.1820
C -4.9241 0.0770 1.4187 0.1 0.1 -0.1 -0.0308
C -4.9284 1.1268 0.5118 -0.1 0.0 0.0 -0.0648
C -3.8817 1.2068 -0.3992 0.0 0.0 0.0 -0.7702
N -2.8789 0.3404 -0.4412 0.0 0.0 -0.1 -0.0718
C -2.8982 -0.6831 0.4110 0.1 0.1 -0.1 -0.7384
C -3.9019 -0.8572 1.3560 0.0 0.0 0.1 -0.1325
C -5.3042 0.6066 4.0329 0.1 0.0 0.1 0.3550
C -4.9042 -0.2094 5.0824 -0.1 0.0 0.0 -0.1766
C -4.2161 0.3589 6.1454 0.0 0.0 0.0 -0.3456
N -3.9050 1.6486 6.2229 0.0 0.0 0.0 -0.6249
C -4.2844 2.4207 5.2051 0.0 0.0 0.0 -0.4491
C -4.9835 1.9580 4.1030 0.0 -0.1 0.0 -0.1714
H -5.7229 1.8627 0.5127 0.0 0.0 0.0 0.4910
H -3.8502 2.0165 -1.1238 0.0 -0.1 0.0 0.4251
H -2.0711 -1.3787 0.3212 0.0 0.0 0.0 0.6977
H -3.8772 -1.7053 2.0294 0.0 0.0 0.0 0.4501
H -5.1172 -1.2702 5.0681 0.0 0.0 0.0 0.3869
H -3.8932 -0.2659 6.9730 0.0 0.0 0.0 0.3528
H -4.0188 3.4714 5.2722 0.0 0.0 0.0 0.3927
H -5.2640 2.6335 3.3054 0.0 0.0 0.0 0.3389
```
Forces are in eV/Å.

***

Here is C23H69F3O27Tl2 as an isolated structure from the Open Molecules 2025 dataset. Energies are from ωB97M-V with the def2-TZVPD basis set.

Computed properties:
Molecular weight: 1243.538 g mol⁻¹
HOMO energy: -7.3 eV
Max |F|: 8.1 eV Å⁻¹

Geometry as XYZ:
```
124
Properties=species:S:1:pos:R:3:forces:R:3:mulliken_charge:R:1
Tl -0.4968 1.3643 -0.0443 -2.7 3.9 -0.1 1.2179
Tl -2.6110 -0.2749 -3.0943 0.2 0.3 0.2 1.2766
C -0.0655 -1.2260 -0.5475 -0.6 1.0 0.0 0.7226
O 0.7559 -0.5124 0.1943 -1.2 -1.1 -1.2 -0.1151
O -1.1269 -0.4833 -1.1142 2.0 -1.6 0.8 -1.4365
O -0.0039 -2.4493 -0.7070 0.1 0.3 -0.2 -0.0364
C -6.3951 8.0536 2.2215 -5.7 -1.5 4.3 0.7004
O 9.6415 4.2921 -0.9062 0.0 0.0 0.0 -0.0030
O -7.2379 8.0569 3.1108 3.9 0.9 -3.1 -0.4184
O -5.8012 7.7820 1.2897 1.8 0.5 -1.3 -0.2820
C -6.5963 6.6050 -5.7104 -5.3 -5.3 2.9 0.6730
O -6.3206 7.5483 -6.2556 2.2 2.9 -1.6 -0.2603
O -7.2306 5.7014 -5.2113 3.1 2.4 -1.3 -0.4130
O -2.0868 3.4213 0.0975 2.2 -2.4 -0.1 -0.8848
C 4.9874 1.0063 -0.4823 -0.2 -1.3 1.1 -0.8150
O 3.9126 0.6447 0.3859 0.3 -1.8 1.1 0.1528
H 5.3690 0.0784 -0.9448 0.2 0.7 -0.2 0.3308
H 4.4752 1.6411 -1.1503 0.2 0.9 -1.4 0.3410
H 5.7773 1.5350 0.0609 0.0 -0.1 -0.2 0.0153
H 4.0505 -0.2768 0.7634 -0.6 1.6 -0.5 -0.0174
C 3.7710 -3.1422 1.1541 -1.1 -1.2 -0.9 -0.7511
O 2.7940 -2.1748 1.4388 -0.3 1.2 0.7 -0.2470
H 4.1218 -2.9749 0.1349 0.6 0.0 -0.1 0.2669
H 4.6185 -3.0561 1.8900 -1.1 -0.4 -0.7 0.2617
H 3.2134 -4.1401 1.0538 1.4 0.8 0.8 0.2059
H 2.1131 -2.0555 0.7466 0.3 -0.1 0.1 -0.0709
C 2.1043 3.4999 0.4859 0.7 -1.3 -0.4 -0.8542
O 1.5941 2.2016 0.0893 1.0 1.3 0.3 0.4335
H 2.9864 3.7701 -0.0983 -0.1 -0.1 -0.3 0.2998
H 1.3502 4.2303 0.3719 -0.9 0.6 -0.2 0.3086
H 2.3792 3.4444 1.5098 0.2 0.1 1.0 0.1541
H 2.3186 1.5658 0.0345 0.2 -0.4 0.2 -0.0587
C 2.4589 -2.1792 -2.8994 -1.8 -1.1 1.7 -0.5387
O 2.5421 -0.8181 -2.5868 -2.4 0.0 -2.4 -0.2069
H 2.6451 -2.8268 -2.0234 0.5 0.3 -0.3 0.1863
H 1.4228 -2.4294 -3.0961 -0.5 0.4 -0.1 -0.0886
H 2.9443 -2.5232 -3.7640 1.5 -0.1 -1.1 0.4725
H 3.2599 -0.6640 -2.0562 2.6 0.6 2.1 -0.0121
C -2.6656 3.1563 7.1513 1.5 1.0 0.7 -0.1708
O -3.9682 3.5969 7.4114 -0.4 0.3 -0.2 -0.5069
H -2.5029 2.7798 6.1574 -0.3 -1.0 -0.4 -0.0633
H -1.9703 4.0312 7.1069 -0.7 -0.3 0.6 0.1963
H -2.3189 2.4980 7.9738 0.1 0.0 -0.7 0.2827
H -4.5576 2.8439 7.3441 -0.1 -0.1 0.0 0.3007
C 0.4566 2.9990 -3.0559 -0.9 -0.1 1.5 -0.7282
O 0.6971 1.7686 -2.3584 -0.5 0.8 0.1 0.2530
H -0.4750 2.8975 -3.6378 0.5 0.3 -0.1 0.2243
H 0.2791 3.7264 -2.2485 0.0 0.0 -0.5 0.1700
H 1.3367 3.2449 -3.6196 0.1 0.3 -0.6 0.2913
H 1.0334 1.2030 -3.0231 0.7 -1.5 -0.9 -0.0777
C 0.0350 -5.4497 -3.4540 -0.1 -3.2 0.0 -0.7439
O -0.9083 -4.5706 -2.9895 -1.2 1.6 1.4 -0.4127
H -0.4301 -6.1637 -4.2136 0.6 1.2 0.6 0.2417
H 0.8992 -4.9488 -3.8369 0.7 0.2 -0.5 0.2183
H 0.3202 -6.1261 -2.6184 0.3 0.3 -0.5 0.2927
H -0.6919 -4.3606 -2.0438 -0.3 0.0 -1.2 0.0695
C -5.0877 -4.4739 -0.0303 0.6 -0.7 0.2 -0.8829
O -4.3057 -4.0523 -1.1652 -1.0 -1.5 0.5 -0.5177
H -5.7443 -3.6926 0.3195 0.0 0.6 0.2 0.3304
H -5.7754 -5.2809 -0.3011 0.3 0.0 -0.5 0.3342
H -4.5170 -4.8913 0.8471 -0.1 0.7 -0.9 0.2593
H -3.5096 -3.5864 -0.8904 0.0 0.5 0.5 0.4226
C -1.4064 -5.2654 0.6085 2.6 0.2 1.4 -0.3128
O -0.0578 -5.0822 0.0781 -0.8 -2.1 0.2 -0.5732
H -1.4799 -4.4892 1.3683 -0.8 0.0 0.0 0.0935
H -2.1249 -5.1480 -0.1624 -0.9 -0.3 -0.5 0.1362
H -1.3949 -6.2215 1.1713 -0.3 0.4 -0.8 0.3638
H 0.0021 -4.1873 -0.2001 0.2 1.8 -0.2 0.2584
C -0.3151 -2.7244 2.8740 0.5 0.6 -0.3 -0.3628
O 0.3481 -1.4934 3.2373 -1.2 -0.1 -0.5 -0.5544
H 0.3403 -3.5039 2.4697 0.2 0.3 0.3 0.3331
H -0.7294 -3.0052 3.8051 -0.8 -1.0 0.7 0.4721
H -1.0929 -2.5931 2.1184 0.0 0.5 0.1 -0.2754
H 1.2532 -1.5663 2.9830 1.2 0.1 -0.5 0.2004
C -4.2004 -1.1991 0.0199 1.0 0.3 -1.2 -0.8300
O -3.0576 -2.0664 -0.1443 -0.9 0.8 0.9 -0.0651
H -3.8626 -0.2249 0.3446 0.2 0.5 -0.3 0.2980
H -4.7268 -1.1283 -0.9312 -0.2 0.1 0.0 -0.0256
H -4.8725 -1.4652 0.7750 -1.0 -1.2 1.1 0.3997
H -2.3620 -1.4073 -0.0493 0.9 -0.4 -0.4 -0.0665
C -0.2437 4.5108 3.8561 -0.1 2.0 -1.1 -0.4117
O 0.0716 4.2307 2.4747 2.1 -0.8 2.6 -0.2264
H 0.7340 4.5523 4.3784 -0.8 -0.6 0.0 0.1841
H -0.6250 5.5836 3.8871 0.2 -1.2 0.3 0.2813
H -1.0305 3.8553 4.2931 0.8 0.2 -0.2 0.0284
H -0.6285 4.4409 1.9159 -2.3 0.4 -1.7 0.2329
C -1.9414 1.7688 2.7792 0.1 0.0 -0.6 -0.5775
O -1.4114 0.6451 2.0029 0.5 -1.0 0.2 -0.3222
H -1.8174 2.7132 2.1912 0.3 -1.0 0.3 0.1144
H -3.0427 1.6923 2.8646 0.6 -0.5 0.3 0.1956
H -1.4031 1.7619 3.7207 -0.3 0.3 0.2 0.2688
H -0.7307 0.0000 2.3998 -1.2 1.4 0.2 0.1821
C 1.9033 0.2577 -6.0171 0.3 -1.0 0.4 -0.4981
O 2.3307 1.2155 -5.0810 0.2 0.1 0.1 -0.4304
H 1.2870 -0.5334 -5.5757 0.5 -0.3 0.3 0.0422
H 1.2241 0.7290 -6.6436 -1.1 1.2 -1.4 0.3199
H 2.7070 -0.1557 -6.6476 -0.1 0.0 0.4 0.3099
H 2.9964 0.7914 -4.5407 0.1 -0.1 0.4 0.2527
C -5.6608 -2.6085 -3.3658 0.1 1.0 0.7 -0.7246
O -4.2364 -2.2747 -3.2731 -0.4 -2.4 -0.7 -0.1409
H -5.8749 -3.3880 -2.6239 0.2 -0.4 -0.8 0.1963
H -6.1882 -1.7643 -2.8910 0.1 0.1 -0.8 0.2883
H -5.9890 -2.7833 -4.4273 0.3 0.0 1.2 0.2738
H -3.8005 -3.1791 -3.2753 -0.5 1.6 0.3 0.1825
C -1.9644 -2.2095 -5.7764 -1.8 0.8 -0.5 -0.7066
O -1.3401 -2.1591 -4.4997 -0.3 -1.1 -0.7 -0.0696
H -1.7243 -3.0750 -6.3616 0.7 -0.6 -0.2 0.3671
H -3.0890 -2.2572 -5.7155 0.8 0.2 0.3 0.1735
H -1.7472 -1.3226 -6.3773 0.3 0.0 0.3 0.2726
H -1.3638 -3.1074 -4.2353 0.5 0.6 0.9 0.1586
C 7.3201 1.9338 2.3890 -0.4 -1.0 2.6 -1.3122
C 6.1913 2.7341 3.1002 0.6 -1.3 -0.2 -0.0305
O 5.5023 1.7876 4.0103 -0.8 0.6 -0.6 -0.3031
C 4.1824 2.0478 4.2666 2.9 -2.9 1.5 0.3853
O 3.6258 3.0403 4.0677 -1.8 2.5 -0.8 -0.4565
C 3.5263 0.7834 4.9785 -2.2 0.9 -0.6 0.8198
F 3.3174 -0.1331 4.0311 0.6 -0.5 -0.1 -0.2430
F 4.1750 0.2581 6.0005 0.3 0.2 -0.2 -0.2395
F 2.2523 1.1113 5.4062 1.6 0.1 -0.1 -0.2296
H 7.0198 0.9797 1.9228 -0.4 0.6 0.2 0.2516
H 8.0727 1.6398 3.1616 -0.4 0.3 -0.6 0.3626
H 7.7914 2.5444 1.6835 0.7 1.0 -1.2 0.4673
H 5.5217 3.1341 2.3604 -0.7 -0.1 -0.1 0.1915
H 6.5769 3.5949 3.6535 0.0 -0.4 0.2 0.3376
```
Forces are in eV/Å.

***

Question: Which value of max |F| does entry 2 give?
Answer: 0.8 eV Å⁻¹

***

Question: max |F| of number 3 (C23H69F3O27Tl2)?
Answer: 8.1 eV Å⁻¹

***

Question: Number 2 is which compound?
Answer: C32H27N8O6RbS4Se